--- A ---
Molecular formula: C4H8S2
Method: DFT, ωB97M-V/def2-TZVPD

Geometry as ORCA input:
```
! wB97M-V def2-TZVPD RIJCOSX def2/J DEFGRID3
* xyz 0 1
S -1.43 -0.95 -0.16
S 2.57 0.03 -0.07
C -2.08 0.69 0.16
C 0.37 -0.57 -0.39
C 1.46 -1.35 0.25
C 0.89 0.81 -0.12
H -3.14 0.51 0.25
H 0.79 1.56 -0.89
H -1.69 1.21 1.04
H 1.26 -1.50 1.33
H 1.78 -2.36 -0.08
H -1.92 1.32 -0.68
H 0.57 1.21 0.84
H 0.56 -0.60 -1.48
*
```

Results
- Highest occupied orbital energy: -8.67 eV
- LUMO level: 0.73 eV


--- B ---
Molecular formula: C4H8S2
Method: DFT, ωB97M-V/def2-TZVPD

Geometry as ORCA input:
```
! wB97M-V def2-TZVPD RIJCOSX def2/J DEFGRID3
* xyz 0 1
S -0.45 0.14 -2.12
S 0.89 -1.51 0.01
C 0.17 0.66 1.93
C 0.16 -1.57 -1.79
C -0.70 0.78 -0.41
C 0.53 0.44 0.49
H 0.87 0.03 2.51
H -0.73 -2.40 -1.77
H -1.55 0.21 0.05
H 0.51 1.83 2.09
H 1.45 0.82 0.13
H -1.11 0.68 2.25
H -1.01 1.73 -0.85
H 0.95 -1.83 -2.52
*
```

Results
- Highest occupied orbital energy: -8.74 eV
- SMILES: C[C@@H]1CSCS1
- LUMO level: 0.71 eV


--- C ---
Molecular formula: C4H8S2
Method: DFT, ωB97M-V/def2-TZVPD

Geometry as ORCA input:
```
! wB97M-V def2-TZVPD RIJCOSX def2/J DEFGRID3
* xyz 0 1
S 0.60 -1.71 0.70
S 0.93 1.16 0.06
C 2.37 0.95 1.14
C -1.57 -0.70 -1.42
C -0.11 -0.23 0.28
C -1.63 -0.11 -0.08
H -2.12 -0.78 0.90
H -1.97 0.89 -0.08
H -0.56 -0.23 -1.85
H -1.53 -1.86 -1.23
H 3.13 0.24 0.64
H 2.03 0.84 2.25
H -2.40 -0.35 -2.40
H 2.82 1.88 1.08
*
```

Results
- Highest occupied orbital energy: -8.51 eV
- SMILES: CCC(=S)SC
- LUMO level: -0.24 eV


Short version: A is the most stable of them.


--- A ---
Molecular formula: C4H8S2
Method: DFT, ωB97M-V/def2-TZVPD

Geometry as ORCA input:
```
! wB97M-V def2-TZVPD RIJCOSX def2/J DEFGRID3
* xyz 0 1
S 2.74 -0.27 -0.13
S -2.27 -0.30 -0.39
C -0.10 0.33 0.59
C -0.88 -1.08 0.49
C -1.35 1.16 0.22
C 1.02 0.57 -0.34
H -0.33 -1.82 -0.12
H -1.85 1.65 1.10
H 3.14 0.68 0.76
H 1.08 1.68 -0.35
H 0.11 0.48 1.67
H 0.60 0.24 -1.37
H -1.17 1.92 -0.58
H -1.24 -1.48 1.49
*
```

Results
- Highest occupied orbital energy: -8.68 eV
- SMILES: SCC1CSC1
- LUMO level: 0.82 eV


--- B ---
Molecular formula: C4H8S2
Method: DFT, ωB97M-V/def2-TZVPD

Geometry as ORCA input:
```
! wB97M-V def2-TZVPD RIJCOSX def2/J DEFGRID3
* xyz 0 1
S 0.05 -1.40 0.05
S 0.14 1.51 -0.09
C -0.91 0.08 0.42
C -2.33 -0.01 -0.22
C 1.70 -0.76 -0.24
C 1.76 0.65 0.12
H -2.69 -0.98 -0.17
H 2.49 -1.35 0.07
H 1.70 -0.84 -1.32
H 2.51 1.20 -0.36
H -1.00 0.14 1.50
H -3.07 0.70 0.24
H -2.26 0.37 -1.26
H 1.91 0.69 1.25
*
```

Results
- Highest occupied orbital energy: -8.53 eV
- SMILES: CC1SCCS1
- LUMO level: 0.83 eV


--- C ---
Molecular formula: C4H8S2
Method: DFT, ωB97M-V/def2-TZVPD

Geometry as ORCA input:
```
! wB97M-V def2-TZVPD RIJCOSX def2/J DEFGRID3
* xyz 0 1
S 0.47 -1.31 2.38
S 3.27 -1.22 0.93
C -1.05 -0.34 0.23
C 0.11 -0.05 1.21
C 2.53 -0.12 0.14
C -1.01 0.57 -0.95
H 0.74 -0.49 3.53
H -1.39 -1.36 -0.08
H 2.90 0.60 -0.63
H -1.96 -0.05 0.78
H 0.10 0.85 1.71
H -0.06 0.56 -1.39
H -1.11 1.68 -0.65
H -1.73 0.30 -1.71
*
```

Results
- Highest occupied orbital energy (alpha / beta): -7.38 / -7.34 eV
- LUMO level (alpha / beta): 0.07 / 0.19 eV


Short version: B is the most stable of them.


--- A ---
Molecular formula: C2H5FO2
Method: DFT, ωB97M-V/def2-TZVPD

Geometry as ORCA input:
```
! wB97M-V def2-TZVPD RIJCOSX def2/J DEFGRID3
* xyz 0 1
F -1.65 -0.52 -0.38
O -1.37 1.57 0.38
O 0.27 -0.05 0.69
C -0.70 0.52 -0.17
C 1.30 -0.77 0.01
H -2.12 1.31 0.81
H -0.40 0.82 -1.15
H 0.82 -1.45 -0.63
H 1.81 -1.22 0.90
H 2.03 -0.22 -0.44
*
```

Results
- Highest occupied orbital energy: -10.95 eV
- SMILES: CO[C@H](O)F
- LUMO level: 1.00 eV


--- B ---
Molecular formula: C2H5FO2
Method: DFT, ωB97M-V/def2-TZVPD

Geometry as ORCA input:
```
! wB97M-V def2-TZVPD RIJCOSX def2/J DEFGRID3
* xyz 0 1
F -1.14 2.03 0.65
O 1.18 2.35 0.85
O -0.19 -1.56 -0.04
C 0.16 -2.38 -1.09
C 0.11 1.63 0.37
H 0.13 -2.06 -2.18
H 0.62 3.02 1.33
H 0.21 1.14 -0.55
H 0.60 -3.35 -0.78
H -0.73 -0.88 -0.44
*
```

Results
- Highest occupied orbital energy (alpha / beta): -7.38 / -7.75 eV
- LUMO level (alpha / beta): 0.71 / 0.76 eV


Short version: A is the most stable of them.


--- A ---
Molecular formula: C2H2ClNO2
Method: DFT, ωB97M-V/def2-TZVPD

Geometry as ORCA input:
```
! wB97M-V def2-TZVPD RIJCOSX def2/J DEFGRID3
* xyz 0 1
Cl 2.73 1.06 -0.19
O -0.78 -0.05 0.81
O -2.36 -1.46 0.32
N 0.55 0.25 0.68
C -1.24 -1.09 0.12
C 0.98 1.07 -0.15
H -0.54 -1.53 -0.64
H 0.66 1.75 -0.94
*
```

Results
- Highest occupied orbital energy: -10.77 eV
- SMILES: O=CO/N=C/Cl
- LUMO level: 0.41 eV


--- B ---
Molecular formula: C2H2ClNO2
Method: DFT, ωB97M-V/def2-TZVPD

Geometry as ORCA input:
```
! wB97M-V def2-TZVPD RIJCOSX def2/J DEFGRID3
* xyz 0 1
Cl -1.19 -1.83 -1.65
O -1.02 1.58 1.95
O 0.88 -1.50 -0.22
N -0.57 1.21 0.90
C 0.08 -2.29 -0.59
C -0.27 1.22 -0.22
H 0.00 -3.30 -0.30
H 0.32 0.81 -1.03
*
```

Results
- Highest occupied orbital energy: -9.85 eV
- SMILES: C#[N+][O-].O=CCl
- LUMO level: 0.29 eV


Short version: A is the most stable of them.